A single HOP molecule in a non-equilibrium geometry. Source: the Open Molecules 2025 dataset; level of theory: ωB97M-V/def2-TZVPD.

```
3
Properties=species:S:1:pos:R:3:forces:R:3
O -1.120488 0.572624 -0.008446 3.81 -5.16 0.01
P -0.072981 -0.701361 -0.004587 -3.02 6.12 0.00
H 1.193470 0.128737 0.013034 -0.80 -0.96 -0.01
```
Positions in Å, forces in eV/Å.

Its LUMO energy is -1.656 eV. The electronic energy is -11350.720 eV. As for the energy relative to the best compared isomer or geometry (same formula, charge and spin): 44.5 kJ/mol. Its SMILES is O=P. Its spin multiplicity is 1.

=====

A molecular structure, HOSn. Source: the Open Molecules 2025 dataset; level of theory: ωB97M-V/def2-TZVPD.

```
3
Properties=species:S:1:pos:R:3:forces:R:3
Sn 3.083664 0.792568 5.458458 -0.09 -0.05 -0.16
O 2.102698 0.456980 3.931597 -0.50 0.16 -0.54
H 0.016934 0.821971 1.429648 0.59 -0.11 0.70
```
Positions in Å, forces in eV/Å.

Its LUMO energy is -10.578 eV. The electronic energy is -7879.606 eV. As for the energy relative to the best compared isomer or geometry (same formula, charge and spin): 434.3 kJ/mol. Its spin multiplicity is 1. Its total charge is +1.

=====

A molecular structure, I2NO in a non-equilibrium geometry. Source: the Open Molecules 2025 dataset; level of theory: ωB97M-V/def2-TZVPD.

```
4
Properties=species:S:1:pos:R:3:forces:R:3
N 0.373628 0.116784 -0.309080 -1.82 -0.66 1.57
O -0.266845 -0.089739 0.694149 1.44 0.27 -1.20
I -1.221219 -0.894341 -2.243270 0.02 -0.23 -0.31
I 0.884532 2.403058 -0.771710 0.36 0.62 -0.06
```
Positions in Å, forces in eV/Å.

Its expectation value of S² is 2.03. Its LUMO energy (alpha / beta) is 3.253 / 1.096 eV. The electronic energy is -19738.144 eV. Its spin multiplicity is 3. Its total charge is -1.

=====

A molecular structure, I2O6V3 in a non-equilibrium geometry. Source: the Open Molecules 2025 dataset; level of theory: ωB97M-V/def2-TZVPD.

```
11
Properties=species:S:1:pos:R:3:forces:R:3
O -0.515670 -1.341550 -4.531427 1.89 3.38 3.00
V 0.013468 -0.140782 -3.533559 -1.61 -3.75 -1.89
O 0.917373 -0.730176 -2.412358 0.56 0.61 -2.07
O -0.031235 -1.809460 -0.934785 0.34 -0.74 -0.44
V 0.348533 -1.125478 0.473721 -1.33 -3.71 -2.98
O -0.380603 0.235244 0.566122 -2.77 4.63 -2.52
O -0.682106 3.570835 3.122450 -0.40 -2.38 -2.67
V -0.783218 2.535293 1.875100 3.21 -0.74 2.58
O 0.400012 1.369357 1.797928 -2.60 5.77 1.88
I 2.132044 -0.656387 1.795036 5.49 -0.64 2.39
I -1.418599 -1.906897 1.781774 -2.78 -2.42 2.72
```
Positions in Å, forces in eV/Å.

Its LUMO energy is -7.009 eV. The electronic energy is -105532.316 eV. As for the energy relative to the best compared isomer or geometry (same formula, charge and spin): 316.1 kJ/mol. Its spin multiplicity is 1. Its total charge is +1.

=====

A molecular structure, I5InLi2MnO8P2 in a non-equilibrium geometry. Source: the Open Molecules 2025 dataset; level of theory: ωB97M-V/def2-TZVPD.

```
19
Properties=species:S:1:pos:R:3:forces:R:3
Mn -1.033184 -1.052421 -1.228039 -0.95 -0.63 1.54
In -0.844195 -0.863193 3.324450 0.72 0.02 -1.63
Li -1.242997 4.367496 2.797379 0.66 -0.49 -1.07
Li 1.666670 1.113887 -0.538971 -1.16 -0.53 0.09
I 2.242367 3.211509 5.869566 -0.20 0.39 0.27
I 3.354197 -1.152174 3.553759 -0.07 -0.13 0.04
I -3.578637 -0.222876 0.617252 0.05 0.07 0.01
I -1.702921 5.968361 -0.269345 -0.10 0.18 0.60
I 0.272309 2.195482 1.597505 -0.28 0.25 0.42
P 0.321640 -0.035420 -3.203184 -1.73 -0.69 -2.31
O 1.511955 -0.842500 -3.681959 1.85 -0.46 -0.32
O -0.920467 -0.951664 -3.192067 -0.93 0.00 -1.38
O 0.492639 1.078215 -4.238791 -0.28 -0.07 0.30
O 0.254448 0.382247 -1.762760 1.94 2.26 2.70
P 0.026652 -2.677488 0.081077 -0.39 -5.06 8.56
O -0.143409 -1.291390 0.638244 0.95 4.44 1.88
O 0.149747 -3.738111 1.169965 1.35 0.51 -0.65
O 0.569926 -2.636836 -1.215295 5.99 0.42 -6.87
O -1.396740 -2.853125 -0.318786 -7.42 -0.47 -2.18
```
Positions in Å, forces in eV/Å.

Its expectation value of S² is 9.22. Its LUMO energy (alpha / beta) is 6.672 / 6.670 eV. The electronic energy is -112372.279 eV. Its spin multiplicity is 6. Its total charge is -4.

=====

A molecular structure, IMnPt in a non-equilibrium geometry. Source: the Open Molecules 2025 dataset; level of theory: ωB97M-V/def2-TZVPD.

```
3
Properties=species:S:1:pos:R:3:forces:R:3
Pt 1.062021 1.590881 1.175562 2.79 4.40 3.11
Mn -1.099067 -1.559759 -1.206739 -3.63 -4.83 -3.95
I 0.037045 -0.031122 0.031177 0.84 0.43 0.84
```
Positions in Å, forces in eV/Å.

Its expectation value of S² is 15.76. Its LUMO energy (alpha / beta) is -16.796 / -19.289 eV. The electronic energy is -42623.999 eV. As for the energy relative to the best compared isomer or geometry (same formula, charge and spin): 273.5 kJ/mol. Its spin multiplicity is 8. Its total charge is +3.

=====

A single INO2 molecule in a non-equilibrium geometry. Source: the Open Molecules 2025 dataset; level of theory: ωB97M-V/def2-TZVPD.

```
4
Properties=species:S:1:pos:R:3:forces:R:3
N 0.705529 0.696376 -0.232562 4.58 -1.83 -0.75
O 1.569238 0.022476 -0.660524 -3.97 2.24 1.08
O -0.775716 -0.854010 1.127794 0.24 -0.06 0.51
I -1.499051 0.135158 -0.234707 -0.85 -0.34 -0.83
```
Positions in Å, forces in eV/Å.

Its LUMO energy (alpha / beta) is -1.798 / -1.755 eV. The electronic energy is -13679.781 eV. As for the energy relative to the best compared isomer or geometry (same formula, charge and spin): 209.5 kJ/mol. Its spin multiplicity is 1.

=====

A molecular structure, IO2V in a non-equilibrium geometry. Source: the Open Molecules 2025 dataset; level of theory: ωB97M-V/def2-TZVPD.

```
4
Properties=species:S:1:pos:R:3:forces:R:3
O -7.297880 -14.368720 -25.583850 -2.47 -1.29 4.13
V -8.086870 -14.674520 -24.155770 -1.26 0.55 -4.80
O -9.525410 -15.351630 -24.439210 3.73 1.76 0.52
I -8.342050 -11.751710 -24.176590 0.00 -1.02 0.15
```
Positions in Å, forces in eV/Å.

Its expectation value of S² is 0.77. Its LUMO energy (alpha / beta) is -7.570 / -8.973 eV. The electronic energy is -37872.656 eV. As for the energy relative to the best compared isomer or geometry (same formula, charge and spin): 42.3 kJ/mol. Its spin multiplicity is 2. Its total charge is +1.